Record 1
# C18H35AsGdN5O8S

A structure of composition C18H35AsGdN5O8S at a distorted geometry (the ωB97M-V functional and the def2-TZVPD basis, the Open Molecules 2025 dataset).

Structure (XYZ):
```
69
Properties=species:S:1:pos:R:3:mulliken_spin:R:1
Gd 0.12 0.96 -0.44 6.63
As 1.10 -1.71 -1.93 0.00
S 2.44 1.98 -2.15 0.00
O 1.42 -0.85 -0.51 0.11
O 2.32 2.22 -0.69 0.03
O -1.82 1.53 -2.37 0.01
O 1.12 1.40 -2.56 0.05
O -2.23 1.28 -0.22 0.05
O 3.42 0.62 -2.16 0.00
O -0.45 -0.87 -2.26 0.01
O 0.85 -3.31 -1.87 0.00
N -0.37 3.56 -1.01 0.02
N 1.85 0.67 1.66 0.03
N -1.50 -2.46 2.12 0.00
N 0.25 3.01 1.72 0.01
N -0.92 -0.26 1.78 0.02
C -1.13 -2.80 0.75 0.00
C 2.39 -2.09 -4.40 0.00
C 3.33 -0.22 -3.24 0.00
C -2.60 1.26 -1.44 0.01
C 2.38 -1.24 -3.30 0.00
C 3.29 -1.92 -5.43 0.00
C -2.27 -2.58 -0.22 0.00
C 4.24 -0.05 -4.27 0.00
C -0.97 4.33 0.07 0.00
C 4.22 -0.89 -5.37 0.00
C 1.79 1.47 2.86 0.00
C -4.01 0.83 -1.75 0.01
C -2.06 -3.55 2.91 0.00
C -1.86 -0.90 3.95 0.00
C 1.50 2.91 2.48 0.00
C -0.99 -4.38 3.60 0.00
C 0.01 4.36 1.22 0.00
C -1.39 -1.19 2.55 0.00
H -1.25 5.35 -0.22 0.00
H -0.45 -0.22 -2.98 0.00
H -0.27 -4.76 2.88 0.00
H -1.89 3.82 0.37 0.00
H 1.50 3.55 3.38 0.00
H -2.65 -4.17 2.24 0.00
H -0.44 -3.78 4.33 0.00
H -0.52 2.76 2.33 0.00
H 3.28 -2.59 -6.28 0.00
H -4.47 1.51 -2.46 0.00
H -1.44 -1.59 4.68 0.00
H 4.97 0.75 -4.19 0.00
H 0.97 4.75 0.86 0.00
H 2.70 1.44 3.47 0.00
H -2.77 -3.15 3.64 0.00
H 0.42 4.05 -1.41 0.00
H -0.25 -2.21 0.48 0.00
H -0.81 -3.84 0.73 0.00
H 1.84 -0.33 1.84 0.00
H 0.98 1.09 3.49 0.00
H 4.94 -0.76 -6.17 0.00
H -1.97 -2.84 -1.23 0.00
H -1.02 3.34 -1.76 0.00
H -2.95 -0.97 4.02 0.00
H -2.58 -1.53 -0.22 0.00
H 1.69 -2.92 -4.42 0.00
H 2.30 3.28 1.83 0.00
H 2.66 0.88 1.09 0.00
H -0.93 0.61 2.31 0.00
H -4.62 0.75 -0.85 0.00
H -0.33 5.05 2.01 0.00
H -1.57 0.11 4.23 0.00
H -3.96 -0.15 -2.24 0.00
H -3.14 -3.19 0.05 0.00
H -1.42 -5.23 4.12 0.00
```

Values from the calculation:
Gap between HOMO and LUMO (alpha / beta): 8.9 / 5.3 eV
Energy above the lowest of the compared OMol25 structures with the same formula, charge and spin: 0.0 kJ/mol
HOMO level (alpha / beta): -8.6 / -8.6 eV
LUMO level (alpha / beta): 0.32 / -3.27 eV
Multiplicity: 8
<S²>: 16.012

Record 2
# C2H28MnO19

A structure of composition C2H28MnO19 at a distorted geometry (the ωB97M-V functional and the def2-TZVPD basis, the Open Molecules 2025 dataset).

Structure (XYZ):
```
50
Properties=species:S:1:pos:R:3:mulliken_spin:R:1
Mn 1.44 -1.90 1.85 4.90
O 0.67 0.07 -3.09 0.00
O -1.15 -0.19 -0.42 0.01
O 0.19 1.11 0.59 0.03
O -2.90 -1.09 -3.49 0.00
O 0.92 -0.88 0.11 0.03
O 0.34 -3.64 0.99 0.02
O 1.43 -0.09 3.12 0.04
O 1.45 -2.45 -2.43 0.00
O 0.16 2.85 2.57 0.00
O -1.24 -2.62 -1.59 0.00
O 1.97 4.32 1.26 0.00
O 2.72 1.61 2.73 0.00
O -1.72 2.93 -0.09 0.00
O -4.43 -0.78 -0.43 0.00
O -2.57 -2.06 1.31 0.00
O -2.65 0.69 2.14 0.00
O 4.02 0.12 -0.54 0.00
O 2.08 2.25 -1.05 0.00
O 3.20 -0.42 1.93 0.04
C 0.03 -0.02 0.10 -0.04
C 2.50 0.34 2.61 -0.02
H 2.85 1.69 -0.98 0.00
H 0.06 0.67 -2.67 0.00
H 1.16 0.59 -3.72 0.00
H 3.73 0.02 0.37 0.01
H 1.30 4.93 0.99 0.00
H 4.87 0.62 -0.54 0.00
H -4.92 -0.66 0.40 0.00
H 1.85 3.58 0.71 0.00
H 1.39 1.71 -0.65 0.00
H 0.56 -3.91 0.12 0.00
H -1.16 -3.16 -2.38 0.00
H 0.93 3.39 2.43 0.00
H -1.41 -1.11 -0.65 0.00
H -1.54 -3.28 -0.98 0.00
H -1.90 1.17 2.37 0.00
H 0.70 -2.36 -1.83 0.00
H -1.04 2.20 0.07 0.00
H -3.39 -1.59 1.26 0.00
H -2.18 -1.17 -4.09 0.00
H -4.06 0.06 -0.76 0.00
H 3.37 1.86 2.08 0.00
H -2.65 -1.34 -2.60 0.00
H -1.96 2.73 -1.00 0.00
H 0.27 2.23 1.84 0.00
H 0.36 -4.44 1.52 0.00
H -2.82 -2.94 1.61 0.00
H -2.30 -0.04 1.66 0.00
H 1.46 -1.58 -2.77 0.00
```

Values from the calculation:
Gap between HOMO and LUMO (alpha / beta): 7.2 / 6.9 eV
HOMO level (alpha / beta): -9.1 / -9.1 eV
LUMO level (alpha / beta): -1.90 / -2.21 eV
Multiplicity: 6
<S²>: 8.753

Record 3
# C37H33N8O3RbS2

A structure of composition C37H33N8O3RbS2 at a distorted geometry (the ωB97M-V functional and the def2-TZVPD basis, the Open Molecules 2025 dataset).

Structure (XYZ):
```
84
Properties=species:S:1:pos:R:3:lowdin_charge:R:1
Rb 0.36 -0.16 -0.89 0.95
S 5.51 -2.26 -0.50 1.08
S -1.59 2.06 -0.12 0.48
O 0.69 -2.86 -0.81 -0.09
O -0.29 2.02 0.54 -0.47
O -1.56 2.62 -1.46 -0.33
N 3.47 -2.34 -2.00 0.01
N 1.66 4.15 -0.05 -0.01
N -2.10 8.86 3.02 0.16
N -2.57 -2.01 -0.15 0.12
N 3.30 -1.22 -1.23 -0.04
N 2.66 2.21 -0.38 0.03
N -2.15 0.62 -0.02 -0.23
N 4.32 -0.01 0.50 0.09
C 1.62 -4.84 0.03 -0.16
C -3.38 0.23 -0.48 -0.27
C -2.58 3.18 0.85 -0.29
C -3.60 3.72 2.95 -0.08
C 0.20 4.82 1.76 0.01
C -5.67 0.51 -1.28 -0.08
C 2.41 -6.92 0.97 -0.08
C -0.56 5.78 2.39 -0.01
C 5.14 -5.43 -1.54 -0.09
C 0.93 5.15 0.62 -0.17
C 3.21 -6.21 1.86 -0.08
C -3.70 5.28 1.12 -0.08
C 0.78 -4.06 -0.93 -0.40
C 4.96 -4.23 -2.47 -0.24
C -4.00 -3.91 -0.45 -0.06
C -4.42 1.04 -0.91 -0.02
C 1.63 -6.24 0.05 -0.04
C -4.88 -1.71 -0.86 -0.16
C -3.61 -1.20 -0.49 -0.16
C 2.42 2.80 -1.60 -0.13
C -4.00 4.95 2.43 -0.09
C -2.77 -3.30 -0.13 -0.15
C -5.91 -0.83 -1.25 -0.06
C -1.43 8.07 2.52 -0.19
C 2.42 -4.14 0.93 -0.02
C -2.89 2.83 2.16 -0.06
C -5.05 -3.11 -0.82 -0.02
C 2.20 3.04 0.51 -0.17
C -0.60 7.08 1.88 -0.23
C 4.55 -2.99 -1.76 -0.62
C 0.09 -4.79 -2.05 0.00
C 4.29 -1.04 -0.40 -0.72
C 1.80 4.00 -1.42 -0.04
C 0.90 6.45 0.12 0.00
C 3.21 -4.82 1.84 -0.06
C -2.99 4.39 0.32 -0.06
C 0.13 7.41 0.74 -0.01
H -4.27 2.11 -0.96 0.10
H -6.44 1.19 -1.60 0.10
H 3.75 0.79 0.20 0.04
H -6.01 -3.54 -1.09 0.11
H 1.01 -6.79 -0.64 0.11
H -2.73 4.63 -0.70 0.11
H 2.20 2.89 1.58 0.14
H 4.19 -4.43 -3.22 0.11
H 3.83 -4.27 2.53 0.11
H 0.18 3.79 2.09 0.11
H 5.89 -4.04 -3.02 0.11
H -3.84 3.46 3.97 0.11
H -2.57 1.87 2.55 0.12
H -6.88 -1.24 -1.53 0.10
H -1.15 5.52 3.26 0.12
H 2.40 -3.06 0.90 0.11
H 5.40 -6.32 -2.11 0.08
H 0.09 8.42 0.36 0.12
H 4.23 -5.63 -0.99 0.05
H -0.63 -5.51 -1.66 0.09
H 2.41 -8.00 0.99 0.11
H -4.01 6.24 0.72 0.11
H -4.55 5.64 3.05 0.11
H 0.81 -5.34 -2.66 0.09
H 1.48 6.70 -0.76 0.12
H -1.93 -3.92 0.16 0.10
H 5.94 -5.26 -0.82 0.07
H 5.24 0.23 0.85 0.09
H 1.41 4.72 -2.11 0.12
H 3.83 -6.74 2.57 0.11
H -0.43 -4.06 -2.67 0.09
H -4.10 -4.99 -0.40 0.10
H 2.69 2.33 -2.53 0.11
```

Values from the calculation:
Gap between HOMO and LUMO: 7.1 eV
Energy above the lowest of the compared OMol25 structures with the same formula, charge and spin: 20.7 kJ/mol
HOMO level: -7.0 eV
LUMO level: 0.05 eV

Record 4
# C3H2MnO4

A structure of composition C3H2MnO4 at a distorted geometry (the ωB97M-V functional and the def2-TZVPD basis, the Open Molecules 2025 dataset).

Structure (XYZ):
```
10
Properties=species:S:1:pos:R:3:mulliken_spin:R:1
Mn 0.71 1.22 -1.05 4.85
O 2.57 0.79 -0.56 0.05
O 2.77 -0.45 -0.09 0.00
O -1.09 0.76 -0.72 0.06
O -3.89 -0.92 0.36 0.01
C 3.00 -1.45 0.43 0.01
C -1.77 -0.20 -0.41 0.02
C -3.13 0.00 0.29 0.00
H -1.32 -1.21 -0.26 0.00
H -3.36 1.03 0.61 0.00
```

Values from the calculation:
Gap between HOMO and LUMO (alpha / beta): 8.3 / 7.2 eV
Energy above the lowest of the compared OMol25 structures with the same formula, charge and spin: 550.3 kJ/mol
HOMO level (alpha / beta): -18.5 / -18.5 eV
Charge: +2
LUMO level (alpha / beta): -10.26 / -11.34 eV
Multiplicity: 6
<S²>: 8.754

Record 5
# C9H13O2

The ion C9H13O2 with charge -1 at a distorted geometry (the ωB97M-V functional and the def2-TZVPD basis, the Open Molecules 2025 dataset).

Structure (XYZ):
```
24
Properties=species:S:1:pos:R:3:nbo_charge:R:1
O 1.03 1.95 -0.65 -0.88
O 3.21 -1.34 -2.25 -0.54
C 2.75 -0.68 -1.42 0.69
C 2.17 -0.12 -0.41 -0.58
C -1.63 0.82 -1.20 -0.64
C -0.10 0.28 0.81 -0.15
C -0.75 1.44 1.48 -0.57
C 0.82 0.69 -0.35 0.35
C -0.75 -1.54 -1.09 -0.62
C 0.28 -0.76 1.88 -0.60
C -0.49 -0.10 -0.62 -0.10
H -1.31 -2.22 -0.46 0.19
H -1.16 -1.40 -2.18 0.20
H -1.55 0.96 2.28 0.14
H -2.43 0.70 -0.52 0.20
H -1.15 2.13 0.72 0.24
H 0.22 -2.00 -1.11 0.21
H 1.19 -0.54 2.24 0.20
H 0.51 -1.77 1.50 0.20
H -1.16 1.81 -1.42 0.26
H 2.80 0.04 0.36 0.23
H -1.88 0.51 -2.29 0.18
H -0.10 1.97 2.08 0.20
H -0.52 -0.84 2.62 0.19
```

Values from the calculation:
Gap between HOMO and LUMO: 6.4 eV
Energy above the lowest of the compared OMol25 structures with the same formula, charge and spin: 148.8 kJ/mol
HOMO level: -2.8 eV
Structure (SMILES): CC1(C)C(C)(C)C1([O-])C=C=O
Charge: -1
LUMO level: 3.67 eV

Record 6
# C3H10NO5P2

The ion C3H10NO5P2 with charge -1 at a distorted geometry (the ωB97M-V functional and the def2-TZVPD basis, the Open Molecules 2025 dataset).

Structure (XYZ):
```
21
Properties=species:S:1:pos:R:3:nbo_charge:R:1
P 1.73 -0.93 -0.05 2.09
P -1.26 -1.11 0.04 2.14
O -1.38 -1.93 1.27 -1.13
O 1.66 -1.67 1.42 -1.02
O -1.06 -1.98 -1.27 -1.03
O 1.51 -1.94 -1.14 -1.16
O 0.13 0.89 -1.07 -0.78
N 0.09 0.80 1.31 -0.85
C -2.77 -0.15 -0.35 -1.01
C 2.88 0.31 -0.37 -1.33
C 0.14 0.07 0.07 -0.33
H -2.58 0.53 -1.17 0.25
H 1.10 0.95 -1.30 0.51
H -3.08 0.40 0.54 0.23
H 0.99 1.24 1.47 0.36
H 0.76 -2.00 1.57 0.52
H -0.06 -2.09 -1.35 0.53
H 3.71 -0.10 -0.93 0.22
H -3.55 -0.86 -0.62 0.24
H 3.23 0.81 0.54 0.21
H -0.62 1.52 1.27 0.35
```

Values from the calculation:
Gap between HOMO and LUMO: 8.0 eV
Energy above the lowest of the compared OMol25 structures with the same formula, charge and spin: 35.1 kJ/mol
HOMO level: -4.3 eV
Structure (SMILES): C=[P@@]([O-])(O)[C@@](N)(O)[P@](C)(=O)O
Charge: -1
LUMO level: 3.68 eV

Record 7
# C30H28BF2N2O5PtTe

A structure of composition C30H28BF2N2O5PtTe (the ωB97M-V functional and the def2-TZVPD basis, the Open Molecules 2025 dataset).

Structure (XYZ):
```
70
Properties=species:S:1:pos:R:3:mulliken_spin:R:1
Pt 0.25 0.46 0.07 0.01
Te 2.32 -2.17 -0.95 0.01
F 0.95 0.75 2.84 0.01
F 2.54 -0.43 1.67 0.00
O 2.80 3.99 1.69 0.04
O 2.45 1.86 1.38 0.09
O 0.50 -3.64 -0.53 0.00
O -3.11 2.41 -1.83 0.00
O -1.57 0.83 -1.58 -0.01
N 0.56 -1.50 -0.04 0.00
N -0.11 2.47 0.12 0.24
C -2.28 -3.81 0.05 0.00
C 0.13 4.69 1.07 0.06
C 0.75 -2.79 -3.44 0.00
C 3.83 -4.29 -2.60 0.00
C 3.77 -6.34 -0.74 0.00
C 0.23 -1.32 -5.26 0.00
C -1.76 4.18 -0.29 0.15
C 4.36 -6.57 -1.97 0.00
C 0.13 -2.56 -4.66 0.00
C 2.40 0.62 -2.83 0.00
C -1.49 -2.74 0.48 0.00
C -1.99 -1.82 1.40 0.00
C -1.05 5.09 0.54 0.03
C 1.48 -1.77 -2.84 0.00
C 3.18 -5.12 -0.42 0.00
C -4.07 -3.02 1.44 0.00
C 3.14 -4.12 -1.39 0.00
C 4.04 -3.20 -3.64 0.00
C 0.66 3.38 0.82 0.21
C 1.94 3.03 1.29 0.18
C -3.58 -3.94 0.53 0.00
C -0.11 -2.62 -0.05 0.00
C -1.97 1.94 -1.32 -0.01
C -3.28 -1.97 1.88 0.00
C 1.62 -0.51 -3.43 0.00
C 0.97 -0.31 -4.65 0.00
C 2.76 -4.91 1.02 0.00
C 4.41 -5.52 -2.87 0.00
C -1.25 2.92 -0.45 -0.04
C 4.99 -7.90 -2.30 0.00
B 1.61 0.60 1.62 -0.01
H -1.46 6.06 0.76 0.00
H 4.92 -5.66 -3.82 0.00
H 2.51 4.85 1.36 0.00
H 3.53 -4.34 1.55 0.00
H -3.48 1.70 -2.37 0.00
H 6.06 -7.79 -2.46 0.00
H 1.05 0.65 -5.13 0.00
H 4.93 -3.44 -4.22 0.00
H 4.20 -2.22 -3.20 0.00
H 0.67 5.35 1.75 0.01
H 2.83 1.24 -3.62 0.00
H 3.19 -3.12 -4.33 0.00
H 4.83 -8.62 -1.50 0.00
H 1.76 1.24 -2.21 0.00
H -0.25 -1.13 -6.21 0.00
H 4.57 -8.31 -3.22 0.00
H -0.43 -3.36 -5.13 0.00
H 2.67 -5.87 1.53 0.00
H 1.81 -4.39 1.11 0.00
H -3.66 -1.26 2.60 0.00
H -5.08 -3.12 1.82 0.00
H 3.22 0.27 -2.19 0.00
H -1.87 -4.52 -0.64 0.00
H -1.36 -1.01 1.74 0.00
H -4.19 -4.76 0.20 0.00
H 0.68 -3.75 -2.96 0.00
H 3.78 -7.12 0.01 0.00
H -2.68 4.46 -0.78 0.01
```

Values from the calculation:
Gap between HOMO and LUMO (alpha / beta): 6.1 / 7.4 eV
Energy above the lowest of the compared OMol25 structures with the same formula, charge and spin: 0.0 kJ/mol
HOMO level (alpha / beta): -6.4 / -7.9 eV
LUMO level (alpha / beta): -0.28 / -0.48 eV
Multiplicity: 2
<S²>: 0.768

Record 8
# H30N2O15S

A cluster of 14 separate species, H30N2O15S in total at a distorted geometry (the ωB97M-V functional and the def2-TZVPD basis, the Open Molecules 2025 dataset).

Structure (XYZ):
```
48
Properties=species:S:1:pos:R:3:nbo_charge:R:1
S 0.44 -0.33 0.56 2.61
O -1.47 4.43 2.39 -0.96
O 2.32 -4.84 2.11 -0.95
O 4.29 -1.27 -2.99 -0.95
O 2.70 3.64 1.19 -0.96
O 1.68 -1.03 0.33 -1.09
O -0.61 -1.31 0.84 -1.18
O 0.02 0.45 -0.60 -1.19
O -3.67 1.71 0.98 -0.98
O 2.50 2.99 -2.92 -0.96
O 6.10 0.97 1.42 -0.95
O -4.07 -2.96 -0.90 -0.95
O 0.62 -4.47 -1.81 -0.95
O -1.06 1.59 5.23 -0.96
O 0.07 2.49 -5.77 -0.95
O 0.43 0.70 1.62 -1.15
N -2.82 1.98 -3.20 -0.87
N -2.59 -4.15 3.56 -0.85
H 0.53 -3.68 -1.28 0.49
H 4.48 -2.17 -3.24 0.46
H 5.39 0.46 1.02 0.48
H -0.01 -4.36 -2.52 0.45
H -3.24 -2.57 -0.62 0.49
H -1.79 -4.45 4.09 0.46
H -1.20 5.17 1.84 0.47
H 2.02 2.45 -2.29 0.49
H -3.56 2.62 -2.96 0.46
H -2.26 1.81 -2.37 0.48
H -0.83 3.74 2.20 0.49
H 2.10 2.93 1.43 0.50
H -2.98 1.05 1.03 0.50
H -2.25 -3.67 2.74 0.48
H 2.30 4.04 0.43 0.46
H -4.10 -2.81 -1.84 0.46
H 2.99 2.36 -3.44 0.47
H 0.55 2.53 -4.94 0.48
H 2.52 -3.95 1.80 0.49
H -3.31 -3.65 4.06 0.46
H 2.07 -4.73 3.02 0.45
H -2.93 -5.04 3.20 0.44
H 5.93 1.87 1.13 0.47
H -2.07 2.24 -3.82 0.47
H 0.03 1.56 -5.98 0.47
H 3.61 -1.34 -2.31 0.49
H -3.32 2.47 1.45 0.48
H -3.12 1.02 -3.26 0.45
H -0.66 1.32 4.40 0.49
H -1.76 2.19 4.97 0.46
```

Values from the calculation:
Gap between HOMO and LUMO: 4.3 eV
Energy above the lowest of the compared OMol25 structures with the same formula, charge and spin: 494.4 kJ/mol
HOMO level: -6.0 eV
LUMO level: -1.73 eV